1.
Molecular formula: C38H43FN3OSiTeV
Method: DFT, ωB97M-V with the def2-TZVPD basis set

Its calculated total energy is -3314.5303 a.u. As for the gap between HOMO and LUMO (spin up / spin down): 7.4 / 6.1 eV.

The geometry in ORCA input format:
```
! wB97M-V def2-TZVPD RIJCOSX def2/J DEFGRID3
* xyz 1 4
C -1.88737 -0.30068 -1.55071
H 1.01409 3.25346 2.82738
H 5.76904 3.73553 2.85241
H -0.89607 -7.07932 -4.62842
C 0.95713 4.32205 -2.30027
C 1.43165 5.62048 -2.30687
H -3.77344 -2.41470 3.36228
H -1.26703 -6.17441 -6.09630
Si -1.13678 1.92403 2.44389
C -1.34101 -2.57054 -4.05503
H -1.71100 3.03977 4.59178
C -2.69694 -1.20856 -0.86561
H -2.47240 -3.76926 -5.41077
C 0.03275 -4.91608 -3.47057
H -2.28754 -3.26493 -1.24874
H 2.16520 -4.61811 -2.00218
H -2.92060 -1.11160 -3.98464
C 6.25861 1.95789 3.93276
C 1.59883 -3.69291 -1.93430
C 0.16913 3.29092 2.14673
H -2.75321 -2.91940 0.42154
C -2.64251 2.34876 1.35337
C 2.54727 5.96293 -1.56068
C 5.82403 0.70186 4.31630
H -2.18075 -1.33383 -5.56958
C -0.95365 -0.82001 2.32131
C -2.19033 -2.54905 -0.43324
H 0.08969 4.04498 -2.87768
H 7.22380 2.31921 4.25119
H 4.09167 5.26594 -0.25519
H -3.09862 3.27676 1.67725
H 2.25038 -2.86435 -2.23012
C -1.97679 -1.29115 -4.50099
C 1.05357 1.98922 -1.43907
H 1.30626 -3.54392 -0.89170
H -2.39838 1.43434 4.58732
H 3.22139 2.92911 -0.20604
C -1.44717 -6.23130 -5.02398
C -1.69107 -3.76859 -4.66273
F 1.15341 -1.83526 1.82892
C -4.54958 0.32768 -1.09878
C -2.74525 -2.29075 3.05967
H -2.94676 -0.18700 2.78989
C 1.59652 3.36507 -1.52071
H 0.92765 6.37521 -2.88875
Te 0.15339 -0.80714 -1.90136
H -2.29964 -4.38591 3.23357
C -0.35205 -2.58552 -3.06815
O 0.43247 1.50132 -2.44776
H -4.66132 -1.57403 -0.12093
C -2.41221 0.89780 -2.01526
H -5.58829 0.55924 -0.91891
C 4.19064 2.30433 2.75757
C -0.60708 -3.24695 2.60176
C -1.92480 -3.40755 2.99213
H 0.59753 -5.81801 -3.28220
H 1.75832 1.34447 3.06931
H -3.41186 1.58580 1.36317
H 0.06479 -4.08758 2.54520
H 6.45088 0.08028 4.93624
C -0.17046 -1.98640 2.27337
H 0.55147 3.27140 1.13155
N -0.41404 0.38214 1.99924
C 0.40305 -3.73926 -2.83787
H 4.23980 -0.73259 4.25094
C -2.28057 -1.03174 2.74259
H -1.13283 -2.48856 -0.15489
H 3.54357 2.92469 2.15101
C 3.74759 1.04603 3.15158
H 2.20678 -0.22990 3.34150
C -4.02746 -0.86821 -0.64059
H -1.77868 1.57358 -2.56625
C 5.43891 2.75271 3.14711
H -2.51242 -6.40697 -4.88395
C 2.72599 3.70494 -0.77865
H 2.90532 6.98177 -1.55826
C 4.57577 0.24458 3.93084
C -1.03683 -4.95655 -4.35946
N 2.42699 0.61577 2.81326
C 3.20494 5.00022 -0.80965
H -0.30846 4.25214 2.29953
H -1.29937 -0.45460 -4.30037
H -2.32976 2.47716 0.32247
N 1.19357 1.31189 -0.35826
C -1.52131 2.00800 4.31534
H -4.15138 2.13567 -2.16658
C -3.74042 1.21272 -1.79161
V 1.12988 0.25474 0.91128
H -0.69822 1.65459 4.93012
*
```

2.
Molecular formula: C3H7N3S
Method: DFT, ωB97M-V with the def2-TZVPD basis set

Its calculated total energy is -680.8929 a.u. Its SMILES is CC(=S)N/N=C\N. As for the gap between HOMO and LUMO: 9.0 eV.

The geometry in ORCA input format:
```
! wB97M-V def2-TZVPD RIJCOSX def2/J DEFGRID3
* xyz 0 1
H -2.50258 -0.18710 1.14780
H 0.72191 1.26197 0.88167
H 3.28547 0.16743 -0.62185
C -2.11633 -0.69089 0.18959
H 2.24982 1.64551 0.97559
C -0.94685 0.11839 -0.37447
H -1.82684 -1.69839 0.41212
N 1.66814 0.92641 0.72132
N 0.08042 -0.70447 -0.43898
H -3.08368 -0.82597 -0.39752
H 0.04446 -1.73819 -0.34638
N 1.30678 -0.41071 -1.12316
C 2.13999 0.28340 -0.42185
S -1.02071 1.85261 -0.60388
*
```

3.
Molecular formula: C34H65AlBN8O16
Method: DFT, ωB97M-V with the def2-TZVPD basis set

Its calculated total energy is -3243.7607 a.u. As for the gap between HOMO and LUMO: 8.7 eV.

The geometry in ORCA input format:
```
! wB97M-V def2-TZVPD RIJCOSX def2/J DEFGRID3
* xyz 1 1
H 4.15413 -2.37469 -2.11706
H -1.22070 3.57861 -4.18836
H 2.26183 -0.46389 0.43839
C -3.98418 -0.92006 5.65751
O 0.03693 -3.34507 -6.11933
H -2.97780 -1.34761 5.60919
N 2.49347 -2.08591 -0.79650
O -0.56507 1.02721 -0.98072
H 3.94504 4.16143 0.61200
H -3.74005 4.20301 2.97562
H -2.90010 1.22877 2.59577
H 1.84157 -2.06358 4.52297
H -1.68717 4.80176 1.82822
O 1.56210 1.02015 -5.72047
C 2.35463 -1.57139 0.51806
H -3.91325 -0.00635 -3.04037
H 2.70094 5.77477 -0.59472
O 0.36261 -1.52755 -1.33098
B 1.91843 -0.45598 -6.08617
H -5.44286 -1.43788 -4.27196
C 0.98381 1.18106 4.84665
C -2.42921 -3.03437 -3.52649
H -1.88193 -3.38149 -4.37303
H -2.08952 -3.66160 3.69156
N 6.21782 0.77057 1.14386
H -4.18183 -0.29014 4.74960
H 6.32014 1.62846 -0.72329
O -1.55047 -0.90415 0.71724
H -4.51680 -4.36548 1.94172
H -2.27246 3.24244 3.49299
C -6.34738 -1.51890 5.77591
Al -0.96298 -0.67878 -0.85035
H 6.62627 2.13213 2.72654
H -6.61012 -0.99063 4.85515
C 3.82877 0.69788 -5.47876
H -1.81672 -6.07067 1.87087
H -1.90162 3.16705 -1.14232
C -2.97206 3.44779 2.67616
C 1.08371 -1.31144 4.55799
C -0.28104 1.33106 -2.15135
C -1.16620 -4.31549 0.96136
H 2.98198 -0.76199 2.83951
N -1.12581 2.17704 -2.76884
H 6.18048 -0.13126 -0.71906
C 0.71562 -2.36677 -6.30435
C -4.10011 1.82477 1.16262
C -3.64343 -3.72943 2.18948
C -0.83866 2.56175 -4.20603
N -4.31633 1.61600 0.05820
C -2.25371 3.94628 1.42938
H 1.51723 5.10783 -2.62045
H 7.99354 1.60413 1.65653
H 0.57730 0.99245 -2.74753
H 2.36565 1.89337 -0.45482
H 0.36536 -1.42025 3.75828
H 1.45444 -1.93798 1.02164
C 1.50719 -1.89862 -1.59555
H -1.72384 -1.84833 0.83663
H 1.88824 -1.89587 -2.63096
N -4.94409 -2.02011 5.68035
O -2.26192 -0.82697 -2.09430
O 1.81192 -0.72685 -7.56655
C 2.69274 1.77078 -5.79804
H 4.00614 5.61364 -1.69376
O 3.33529 -0.57620 -5.55597
N -3.38053 -1.84575 -3.79363
H -3.05316 -3.81217 -3.08378
O 3.24545 1.17644 3.07907
H 4.52838 -1.72290 -0.59696
H -4.45815 -2.03919 -5.60544
O -3.37246 -3.62914 5.53872
H -2.72673 3.51550 -2.71730
O 0.42477 -1.99331 -8.73678
C -1.49877 -5.05638 2.14420
O 1.07385 -1.52278 -5.41955
H -2.98361 -5.16787 3.72336
N -0.99790 -3.81305 -0.06980
C -3.22731 -0.79905 -2.96574
H -1.65117 -2.77157 -2.79755
H -0.59118 -5.24343 2.77966
C 5.63133 -0.10862 1.98633
H -6.96673 -2.32853 6.12609
H 3.22408 -1.85266 1.05449
H 4.29987 3.26211 -0.96248
O 4.94365 -1.09582 1.72794
C 3.19974 5.04763 -1.25776
C 2.64607 0.15812 3.37969
C -4.60800 -2.04497 -4.54430
O 4.91512 1.00720 -5.16604
O 1.44755 3.42709 -1.39470
H 0.05321 1.26249 4.29453
H -6.34183 -0.80477 6.61149
H 6.79316 2.79672 1.09865
H -1.38240 2.01691 -4.97149
H -4.40637 1.75767 3.25752
N 1.70436 -0.01366 4.34859
H 5.84986 0.18979 2.97580
H -3.01200 1.91800 -1.95755
H -4.07499 -0.27490 6.60109
C 1.01345 -1.77186 -7.70108
C 5.83013 0.77812 -0.25867
C -4.56054 -3.29455 5.52456
H 4.73207 0.80108 -0.30768
C -2.29068 2.69048 -2.08058
C -3.64386 2.03804 2.52290
O 2.81734 2.96063 -6.03450
H 0.75966 1.21738 5.93133
H 3.68572 -0.66546 -1.81652
H -3.14688 -3.43155 1.30060
C 6.91850 1.88855 1.69425
H -1.66819 3.17145 0.98183
H 2.77183 3.85076 -3.01185
C 2.25090 2.96806 -0.29201
H 1.70635 3.21210 0.64423
C -2.56503 -4.37946 3.02690
H 0.59896 -1.33494 5.55705
H 0.20325 2.61443 -4.47484
H 1.69442 1.97049 4.68780
C 3.81709 -1.67529 -1.41614
H -4.09888 -2.84525 2.71679
H -4.91364 -3.07497 -4.48363
H -3.00900 4.28282 0.70694
C 2.20555 4.37400 -2.19444
H -5.40364 -4.00797 5.32245
C 3.58208 3.82930 -0.38161
*
```

4.
Molecular formula: C55H94Br2ClF5N11O3
Method: DFT, ωB97M-V with the def2-TZVPD basis set

Its calculated total energy is -9087.2034 a.u. As for the gap between HOMO and LUMO: 8.4 eV.

The geometry in ORCA input format:
```
! wB97M-V def2-TZVPD RIJCOSX def2/J DEFGRID3
* xyz 1 1
H -8.78059 5.59434 -2.67390
H 9.25409 -3.32500 6.33096
N 7.13430 -2.64955 8.51076
H -7.33432 4.74289 -4.50508
H 10.80558 -4.09154 6.01073
C 3.64324 -5.04724 -1.70492
C 4.36474 -1.18471 3.14191
H 5.32944 7.00153 -6.43439
H -0.65029 -1.02972 -2.42416
H 0.30856 8.44877 -3.20548
O -1.17227 -2.31060 0.90327
C 2.89020 -1.53494 -5.43665
H 3.57055 -4.18432 -2.36839
C 0.22228 6.50203 -4.17475
C 4.78974 8.46343 -7.90896
H 9.32674 -5.05535 5.96790
C 0.73840 0.44041 -4.76507
H 3.14632 -9.41328 4.44569
C 0.83144 -0.17848 -6.09017
C 7.80564 -3.58177 8.57861
H -4.94555 -2.30257 0.55022
H 1.77237 5.61179 -2.94407
H -1.87634 -2.72178 -3.13795
F -4.24379 0.14282 -2.61088
H 3.51537 -5.94753 -2.30722
H -0.39740 0.56842 -1.26002
H -4.03305 3.97034 0.38936
C 5.77702 7.46563 -7.31516
C -0.26923 7.52490 -3.15755
N 6.04087 -5.09629 -0.65924
C 5.53905 -0.30451 3.15639
H 1.49054 -2.01043 -6.99448
H 1.41986 0.47398 -6.73607
H -0.84670 -0.22574 2.14354
O -0.05894 -3.15031 0.58216
H -2.94339 -2.62430 2.34525
C 8.66107 -4.77252 8.67450
N -7.97748 0.51040 3.42572
H 3.31634 -2.53756 -5.41888
H 1.80318 -6.10100 1.06569
H -7.16343 6.26536 -2.52833
C -8.46905 0.10188 4.38620
C 1.74443 0.43329 2.60407
F -6.02378 1.13935 -0.18035
C 2.46357 -9.90332 3.75059
H 1.14928 1.26995 0.14757
H 2.68561 -4.05793 -0.03810
C -10.61969 -0.21399 5.55460
H 0.35048 -9.96790 3.31672
H -10.64323 1.71485 4.54842
H 6.66670 7.99987 -6.97850
H 0.73475 -9.72913 5.01215
C -11.01228 1.25656 5.46706
H -4.51125 -3.52464 2.44997
H -3.97795 2.10649 -0.47185
C 0.45144 1.18685 2.91648
H -5.48482 3.15400 -3.99892
C -0.79605 1.21659 0.57531
H 1.06073 -7.62767 2.80726
C 6.84252 -1.10760 3.19536
C -1.97491 -0.69619 -0.78906
H 3.54557 -6.22295 0.87491
C -3.68203 -0.44688 1.08026
C -1.89338 -2.16097 -0.33177
H -7.88016 3.43674 -3.46773
O 0.43975 1.89636 0.33064
C 9.83401 -4.23672 6.48228
H -0.00535 -0.54539 -0.17032
H -1.47660 3.37391 1.90008
H 8.13575 -5.61806 8.22934
H 2.54908 -10.97966 3.89756
H 2.34782 0.94149 1.85998
C -3.30598 3.99020 1.18550
C 2.56542 -4.97884 -0.61719
H 6.16614 -2.74432 4.45620
H 3.85750 7.97852 -8.20203
C 2.58707 7.19992 -4.02809
N 4.11486 4.98741 -9.07435
H -1.31022 7.78126 -3.35227
C 1.67022 6.06116 -3.93337
H 0.16962 0.79618 3.88720
H -4.22391 -2.12331 3.40723
H 0.68914 -2.93650 1.16063
H -2.67788 -1.59741 -3.99040
C -2.21619 3.25798 1.12197
H -0.71826 2.55194 -1.80985
C -4.47921 -0.36101 -1.37472
H -11.05737 -0.65103 6.45302
C 6.95588 -1.99170 4.43145
H 5.46703 0.34391 4.03120
C 0.84036 -7.94105 3.82857
C -3.08833 1.51267 -0.62269
H -3.54870 4.61955 2.02168
C -9.10136 -0.42512 5.59700
H -0.42606 5.62447 -4.13532
H -8.86633 -1.48721 5.67332
N 0.67495 0.93213 -3.72416
H -1.31093 -2.75560 -1.01701
H 2.27797 0.35964 3.53435
H 5.50588 0.32529 2.26637
C -7.24322 4.32204 -3.50248
C 5.03652 5.59746 -8.74721
H -7.66996 4.94380 -1.46654
N -4.17979 5.94790 -3.41204
H -0.60237 3.87842 -0.59152
F -6.70839 -0.88411 -0.68179
H -10.61633 1.82018 6.31376
C -5.95242 0.13802 -1.04237
N -0.76634 0.09504 -0.42008
C 4.98502 -5.07026 -1.12171
H 1.58455 -4.93146 -1.09638
N 3.29516 8.10537 -4.10888
H 10.51710 -3.70236 8.44759
H 1.96976 5.31866 -4.67363
C -4.02481 -2.55974 2.43437
H -11.03877 -0.74991 4.70131
H 3.53870 -0.90432 -6.04583
C 2.88581 -9.58825 2.38213
H -2.76799 -0.73935 1.57151
H 2.90760 -1.15439 -4.41351
H 0.12837 6.92299 -5.17699
H -2.88003 -2.58711 -0.21373
H 10.62910 -5.41608 8.09016
C 1.02252 -9.44463 3.99901
H -2.65069 4.81346 -1.22262
H -2.84641 1.53716 -1.67744
C -4.66460 -1.64600 1.36121
C 9.99876 -4.53400 7.96743
C -4.88415 5.04181 -3.34186
F -6.51706 0.58676 -2.18348
C -0.77127 0.86351 2.06590
H -5.69275 3.44008 -2.26821
H 8.82254 -4.99372 9.72916
H 6.91815 -1.72726 2.30292
H -0.18954 -7.65546 4.04333
C -1.72144 -0.82160 -2.33728
H -1.87030 0.12826 -2.83984
C 6.19865 6.37771 -8.30953
C 2.60372 -6.17388 0.32853
H 7.90835 -2.52012 4.43250
C -1.23660 3.13490 -1.04672
F -4.61277 -1.68300 -1.57880
H 6.67334 6.82100 -9.18564
C 1.47254 -1.56911 -5.99786
H 7.68145 -0.41045 3.17156
C -1.88826 2.22444 0.06405
H 6.89593 -1.40209 5.34812
H -8.66799 0.07884 6.46177
H -1.69175 4.45135 -2.60316
H -3.02439 3.40113 -2.31173
H -1.62809 1.21920 2.61884
C -2.26906 3.99027 -1.80643
H 0.85267 -2.21666 -5.37252
N -2.40042 -1.86491 -3.06075
Br -6.33760 -1.06150 2.24778
H -0.20200 7.13128 -2.14042
H -12.09652 1.36126 5.47020
H 6.91418 5.69736 -7.84776
H 1.49292 -7.38634 4.50557
H -0.17267 -0.24819 -6.50875
H 2.47751 -7.11015 -0.21451
H 4.54097 9.23030 -7.17635
Br -4.23540 1.01312 2.28536
Cl 0.74103 2.92210 3.21889
C -7.73901 5.33995 -2.48185
C -3.34342 -0.02454 -0.39398
H 1.46512 -0.57516 2.32110
C -5.79295 3.89252 -3.25768
N 3.43263 -1.85962 3.17801
H 5.21063 8.95655 -8.78749
N 3.21312 -9.34371 1.30447
*
```

Which formula does entry 2 have?
C3H7N3S

The lowest calculated total energy belongs to which entry?
C55H94Br2ClF5N11O3

Look up the calculated total energy of the second one.
-680.8929 a.u.